#i
A structure of composition C33H34BF4N7O2PRuS, computed with ωB97M-V/def2-TZVPD.

## Properties
- Frontier orbital gap (spin up / spin down): 0.222 / 0.249 hartree
- Spin multiplicity: 2
- <S²>: 0.806
- Molar mass: 811.597 g/mol
- LUMO (spin up / spin down): -1.232 / -0.576 eV

Last column: Löwdin spin population.
Atoms and positions in Å:
Ru 0.81375 -0.09212 -0.15763  0.99
C 2.41875 2.52745 -1.56144  0.00
C 2.50683 2.61116 -0.06789  0.00
C 3.21840 3.70895 0.47606  0.00
C 3.32165 3.85651 1.81854  0.00
C 2.74164 2.89802 2.67581  0.00
C 2.81775 3.00794 4.07915  0.00
C 2.26236 2.03661 4.86189  0.00
C 1.63828 0.92632 4.27219  0.00
C 1.53656 0.79682 2.90301  0.00
S 0.73865 -0.57156 2.21966  -0.03
C 2.07420 1.80553 2.07891  0.00
N 1.95319 1.69528 0.71162  0.00
H 3.40434 2.29897 -1.97249  0.00
H 2.08174 3.47892 -1.97723  0.00
H 1.74206 1.74802 -1.87061  0.00
H 3.67144 4.41846 -0.20447  0.00
H 3.84909 4.69957 2.25040  0.00
H 3.32362 3.86282 4.51262  0.00
H 2.30689 2.11417 5.94115  0.00
H 1.21534 0.14633 4.89439  0.00
N -0.80746 1.83091 -0.16509  0.05
C -0.76124 2.56318 -1.38290  0.00
C -0.77010 3.95095 -1.39602  0.00
C -0.66289 4.63491 -2.59914  0.00
C -0.55203 3.93821 -3.79452  0.00
C -0.52454 2.54922 -3.77901  0.00
C -0.61261 1.85881 -2.57753  0.00
P -0.40940 0.06335 -2.38725  0.01
C -2.11556 -0.55240 -2.37196  0.00
C -3.20653 0.28162 -2.57839  0.00
C -4.49471 -0.23772 -2.53215  0.00
C -4.69479 -1.58380 -2.27840  0.00
C -3.60496 -2.42509 -2.08023  0.00
C -2.32236 -1.91078 -2.12500  0.00
C 0.23494 -0.45563 -4.00487  0.00
C -0.56781 -0.99475 -5.00605  0.00
C -0.01342 -1.31270 -6.24012  0.00
C 1.33640 -1.09348 -6.47757  0.00
C 2.14371 -0.57186 -5.47382  0.00
C 1.59839 -0.26337 -4.23775  0.00
H -1.59823 1.18406 -0.10977  0.00
H -0.84098 2.42080 0.65665  0.00
H -0.86979 4.49356 -0.46140  0.00
H -0.67354 5.71820 -2.60154  0.00
H -0.47994 4.47163 -4.73400  0.00
H -0.41588 1.99998 -4.70700  0.00
H -3.05856 1.33729 -2.76902  0.00
H -5.34267 0.42063 -2.67256  0.00
H -5.70131 -1.97973 -2.22543  0.00
H -3.76185 -3.47696 -1.87512  0.00
H -1.46806 -2.55594 -1.95620  0.00
H -1.62435 -1.15421 -4.82945  0.00
H -0.64016 -1.73296 -7.01709  0.00
H 1.76214 -1.33953 -7.44236  0.00
H 3.20045 -0.41567 -5.65178  0.00
H 2.22815 0.11869 -3.44142  0.00
O 3.08448 -1.04336 0.69416  0.00
N 3.65135 -0.78786 -0.34458  -0.02
O 2.93749 -0.28593 -1.23537  -0.03
F -3.43159 -1.67659 1.65488  0.00
B -2.79900 -0.47811 1.33929  0.00
F -1.60666 -0.82596 0.54429  0.01
F -3.57597 0.34186 0.49480  0.00
F -2.40039 0.24081 2.45874  0.00
C -1.92208 -5.81562 -0.36434  0.00
C -0.70202 -6.40908 0.33569  0.00
C 0.24975 -7.06127 -0.66306  0.00
C -0.01256 -5.36180 1.21221  0.00
N 0.46881 -4.20004 0.46797  0.00
C -0.09711 -3.01129 0.34742  0.00
N 0.65694 -2.29397 -0.45632  0.00
N 1.71659 -3.06396 -0.80503  0.00
N 1.60352 -4.21623 -0.26536  0.00
H -2.45542 -6.59125 -0.91558  0.00
H -1.62724 -5.04472 -1.08364  0.00
H -2.61941 -5.37057 0.35081  0.00
H -1.04289 -7.17743 1.03555  0.00
H 0.65151 -6.33039 -1.36677  0.00
H -0.27695 -7.82811 -1.23401  0.00
H 1.09459 -7.53263 -0.15573  0.00
H 0.83953 -5.79613 1.73084  0.00
H -0.71646 -4.97960 1.94966  0.00
H -1.01690 -2.68713 0.81550  0.00

=====

#ii
A structure of composition C33H34BF4N7O2PRuS, computed with ωB97M-V/def2-TZVPD.

## Properties
- Frontier orbital gap (spin up / spin down): 0.179 / 0.145 hartree
- Spin multiplicity: 2
- <S²>: 0.768
- Molar mass: 811.597 g/mol
- LUMO (spin up / spin down): -0.922 / -1.851 eV

Last column: Löwdin spin population.
Atoms and positions in Å:
Ru 0.05659 1.05053 -0.00263  0.61
C -2.57368 3.23776 -0.52766  0.00
C -1.40159 3.43749 -1.41852  0.01
C -1.52604 4.47076 -2.38290  -0.01
C -0.48403 4.80268 -3.18186  0.01
C 0.74811 4.13822 -3.01591  0.00
C 1.87876 4.44962 -3.80604  0.04
C 3.05503 3.78177 -3.61155  0.00
C 3.14382 2.80173 -2.61157  0.05
C 2.05874 2.48318 -1.82962  0.01
S 2.20126 1.34175 -0.52798  0.25
C 0.82125 3.13030 -2.03962  0.01
N -0.27436 2.74219 -1.28323  -0.01
H -3.50081 3.40329 -1.07435  0.00
H -2.52461 3.95902 0.29118  0.00
H -2.58401 2.26270 -0.07586  0.00
H -2.47434 4.98417 -2.45464  0.00
H -0.57400 5.58167 -3.92956  0.00
H 1.79358 5.22381 -4.55792  0.00
H 3.92332 4.01167 -4.21408  0.00
H 4.08070 2.28674 -2.43855  0.00
N -2.03928 -0.01987 0.18721  0.02
C -2.68326 -0.17354 -1.09420  0.00
C -4.03544 0.01099 -1.31294  0.00
C -4.53360 -0.15947 -2.59811  0.00
C -3.69355 -0.52019 -3.64562  0.00
C -2.33252 -0.67502 -3.42340  0.00
C -1.82421 -0.48609 -2.14564  0.00
P -0.07946 -0.42070 -1.66866  0.00
C 0.32915 -2.13005 -1.13043  0.00
C 1.65228 -2.29204 -0.52709  0.00
C 1.88686 -3.44840 0.21422  0.00
C 1.08835 -4.57593 0.24149  0.00
C 0.08023 -4.77445 -0.78799  0.00
C -0.23812 -3.26869 -2.08872  0.00
C 0.78178 -0.21739 -3.25439  0.00
C 0.37688 0.76506 -4.16021  0.00
C 1.05346 0.94072 -5.35509  0.00
C 2.13825 0.12841 -5.66215  0.00
C 2.52976 -0.86700 -4.77869  0.00
C 1.85587 -1.04469 -3.57616  0.00
H -1.80018 -0.96694 0.48945  0.00
H -2.61130 0.45285 0.89102  0.00
H -4.68428 0.28030 -0.48791  0.00
H -5.59024 -0.01615 -2.78135  0.00
H -4.09525 -0.66286 -4.63949  0.00
H -1.67332 -0.92149 -4.24577  0.00
H 2.34629 -1.46623 -0.51241  0.00
H 2.77777 -3.45439 0.84052  0.00
H 1.31380 -5.40465 0.89723  0.00
H -0.33474 -5.77959 -0.79158  0.00
H -0.70148 -2.97982 -3.03446  0.00
H -0.49339 1.37758 -3.94668  0.00
H 0.73307 1.70972 -6.04682  0.00
H 2.66952 0.26526 -6.59547  0.00
H 3.36354 -1.51363 -5.01882  0.00
H 2.18050 -1.81770 -2.88623  0.00
O 0.54655 -4.40932 -2.16127  0.00
N -1.06833 -3.73412 -0.97330  0.00
O -0.76160 -2.55162 -0.18099  0.00
F -1.71223 1.95820 4.04343  0.00
B -2.10866 2.33920 2.78060  0.00
F -1.02546 2.00777 1.85579  0.02
F -3.19586 1.55288 2.32636  0.00
F -2.38586 3.68691 2.66803  0.00
C -0.06214 -0.53051 6.07323  0.00
C -0.36721 -1.85568 5.38255  0.00
C -1.71595 -1.80370 4.66717  0.00
C 0.76350 -2.27939 4.43883  0.00
N 0.92804 -1.34332 3.33097  0.00
C 0.26172 -1.27679 2.18884  0.00
N 0.68724 -0.20994 1.55101  -0.01
N 1.63448 0.36873 2.33249  0.00
N 1.78056 -0.31085 3.39827  0.00
H -0.84822 -0.29030 6.78936  0.00
H -0.02499 0.28744 5.35282  0.00
H 0.88958 -0.56687 6.60658  0.00
H -0.40322 -2.65140 6.13367  0.00
H -1.76400 -0.96012 3.97219  0.00
H -2.51853 -1.65266 5.38878  0.00
H -1.92323 -2.73069 4.12641  0.00
H 0.56718 -3.25920 4.00339  0.00
H 1.72302 -2.31138 4.95119  0.00
H -0.43642 -2.02569 1.84833  0.00

=====

Going by the energies, #i is most stable and the next is 0.876 eV up.

=====

#i
The molecule C7H15NO2, computed with ωB97M-V/def2-TZVPD.

## Properties
- Frontier orbital gap: 0.338 hartree
- Spin multiplicity: 1
- SMILES string: CC[N@@+]1([O-])[C@@H](C)OC1(C)C
- Molar mass: 145.202 g/mol
- LUMO: 0.888 eV

Last column: natural (NBO) charge in e.
Atoms and positions in Å:
C 1.18247 1.78716 0.56243  -0.66
C 0.97110 0.46039 1.27780  -0.24
N 0.10892 -0.64922 0.65481  0.09
O 0.06321 -1.69471 1.40206  -0.67
C -1.33931 0.07743 0.37480  0.23
C -1.87932 1.35035 0.97216  -0.67
O -1.02422 0.14186 -0.98668  -0.55
C 0.02143 -0.83805 -0.89666  0.41
C 1.27383 -0.48332 -1.66602  -0.65
C -0.46661 -2.24568 -1.18052  -0.69
H 0.53586 1.92186 -0.30167  0.23
H 0.99451 2.61506 1.23596  0.22
H 2.22403 1.87955 0.22431  0.22
H 0.55345 0.61217 2.27600  0.22
H 1.91562 -0.07973 1.39642  0.22
H -1.98436 -0.77677 0.61681  0.18
H -1.56721 2.21485 0.38536  0.23
H -2.97535 1.32487 0.93584  0.24
H -1.57484 1.45543 2.00681  0.23
H 1.49358 0.58307 -1.64827  0.22
H 1.14203 -0.76235 -2.71324  0.23
H 2.10792 -1.05310 -1.25091  0.23
H 0.18537 -2.77566 -1.84378  0.21
H -1.46047 -2.22651 -1.58857  0.23
H -0.50163 -2.83895 -0.24526  0.28

=====

#ii
A cluster of 3 separate species, C7H15NO2 in total, computed with ωB97M-V/def2-TZVPD.

## Properties
- Frontier orbital gap: 0.323 hartree
- Spin multiplicity: 1
- SMILES string: Cc1c[nH]c(C)c1C.O.O
- Molar mass: 145.202 g/mol
- LUMO: 0.680 eV

Last column: natural (NBO) charge in e.
Atoms and positions in Å:
C 1.52185 -2.13699 -0.31780  -0.67
C 0.44472 -1.16889 -0.51754  -0.11
C -0.51163 -1.10214 -1.47981  -0.06
N -1.12113 0.12387 -1.33402  -0.51
C -0.70753 0.75426 -0.17664  0.14
C -1.03386 2.19077 0.01061  -0.66
C 0.25153 -0.06360 0.41657  -0.15
C 0.94285 0.08897 1.72246  -0.67
H 1.20248 -3.19748 -0.17207  0.22
H 2.36166 -2.13686 0.39694  0.24
H 2.05475 -2.27950 -1.27936  0.22
H -0.89064 -1.77132 -2.24285  0.22
H -1.84762 0.42151 -1.95886  0.41
H -0.29122 2.58736 0.69763  0.24
H -2.09439 2.46527 0.19087  0.22
H -0.93117 2.70654 -0.94138  0.22
H 1.96929 0.48898 1.58974  0.22
H 0.63141 0.84644 2.42391  0.24
H 1.24110 -0.87583 2.14750  0.23
O 2.30845 2.49195 0.12908  -0.94
H 1.81814 1.66092 -0.01390  0.47
H 2.61598 2.55295 -0.80720  0.46
O -2.46301 -1.71309 0.98804  -0.94
H -1.49897 -1.65325 0.95914  0.48
H -2.72597 -0.88220 1.37798  0.46

=====

Going by the energies, #ii is most stable and the next is 2.521 eV up.

=====

#i
A cluster of 2 separate species, C7H15NO2 in total, computed with ωB97M-V/def2-TZVPD.

## Properties
- Frontier orbital gap: 0.323 hartree
- Spin multiplicity: 1
- Molar mass: 145.202 g/mol
- LUMO: 0.735 eV

Last column: natural (NBO) charge in e.
Atoms and positions in Å:
C -0.10557 -0.60750 0.49265  -0.22
C -0.64746 0.51406 -0.39043  0.47
C -0.39235 -0.38084 1.98290  -0.62
C -0.61693 -1.99990 0.08679  -0.61
C -0.76488 0.29712 -1.87459  -0.69
C 1.19523 1.59688 -0.24279  -0.84
C 1.42180 -0.43008 0.26878  0.81
N -1.58355 1.34471 0.12332  -0.80
O 1.79910 -1.00057 -0.96968  -0.75
O 2.23092 -0.45492 1.20521  -0.68
H 2.76540 -1.04216 -0.90676  0.49
H -1.90992 2.10652 -0.45641  0.39
H -1.54337 1.55403 1.11181  0.40
H 0.14548 -1.13243 2.55983  0.25
H -0.02104 0.58591 2.33065  0.22
H -1.46147 -0.46250 2.20350  0.21
H -0.38884 -2.23354 -0.95242  0.22
H -0.11916 -2.75437 0.69881  0.23
H -1.69633 -2.08343 0.24357  0.21
H 0.13832 -0.17083 -2.25826  0.27
H -0.95929 1.23686 -2.39670  0.21
H -1.60759 -0.37627 -2.06652  0.23
H 0.79874 2.26068 -1.01868  0.19
H 1.06980 2.08062 0.72783  0.19
H 2.25296 1.55197 -0.50240  0.23

=====

#ii
A cluster of 2 separate species, C7H15NO2 in total, computed with ωB97M-V/def2-TZVPD.

## Properties
- Frontier orbital gap: 0.288 hartree
- Spin multiplicity: 1
- Molar mass: 145.202 g/mol
- LUMO: -0.626 eV

Last column: natural (NBO) charge in e.
Atoms and positions in Å:
C -0.81865 -0.41446 0.74866  -0.20
C -0.94191 -0.67315 -0.80092  -0.04
C 1.33409 0.97947 -1.84113  0.05
C -2.07267 0.35005 1.21482  -0.60
C -0.69174 -1.74095 1.49463  -0.60
C 2.32661 0.00322 -1.34779  -0.72
C 0.40478 0.45155 1.02864  0.70
N 0.48692 1.60931 0.24538  -0.83
O -0.88552 0.45198 -1.57556  -0.76
O 1.28880 0.18740 1.81807  -0.61
H -0.33919 1.80034 -0.32726  0.45
H 1.05983 2.35059 0.62793  0.40
H -1.90566 -1.20290 -0.92485  0.17
H -0.16982 -1.42292 -1.07729  0.13
H 1.61768 2.02369 -1.85780  0.19
H 0.70874 0.68564 -2.67183  0.24
H 0.23082 -2.25708 1.22433  0.22
H -1.97926 0.68234 2.25050  0.21
H -2.27016 1.21224 0.57735  0.22
H -2.93920 -0.31035 1.14238  0.21
H -0.67593 -1.58568 2.57376  0.22
H -1.53644 -2.38668 1.24777  0.21
H 1.84850 -0.92480 -1.03112  0.25
H 2.94632 0.38765 -0.54117  0.23
H 2.97306 -0.25650 -2.19749  0.26

=====

Going by the energies, #i is most stable and the next is 1.064 eV up.

=====

#i
The ion C6H14NO with charge -1, computed with ωB97M-V/def2-TZVPD.

## Properties
- Frontier orbital gap: 0.227 hartree
- Total charge: -1
- Spin multiplicity: 1
- SMILES string: CCN(CC)CC[O-]
- Molar mass: 116.184 g/mol
- LUMO: 3.801 eV

Last column: natural (NBO) charge in e.
Atoms and positions in Å:
C 0.39290 1.33321 -2.27067  -0.59
C -0.62356 0.81171 -1.32168  -0.22
N 0.11408 0.15727 -0.22451  -0.47
C -0.55256 -1.11195 0.18144  -0.26
C 0.27930 -2.32649 -0.14134  -0.62
C 0.28287 1.05183 1.00064  -0.28
C 0.33013 0.38894 2.42289  -0.08
O -1.00910 0.09480 2.83311  -1.00
H 1.12113 1.89127 -1.68563  0.21
H 0.93004 0.36477 -2.86582  0.18
H -0.04376 1.86494 -3.15326  0.19
H -1.27248 0.13943 -1.79957  0.18
H -1.42757 1.58988 -0.82915  0.16
H -0.83931 -1.08624 1.18744  0.28
H -1.64639 -1.18395 -0.16547  0.15
H 0.34816 -3.07382 0.55678  0.20
H 1.25539 -1.99556 -0.31014  0.21
H 0.08707 -2.73796 -1.06642  0.18
H -0.64118 1.56942 1.26445  0.21
H 1.16553 1.65167 0.69477  0.16
H 1.03398 -0.49374 2.56978  0.10
H 0.71535 1.10057 3.12237  0.13

=====

#ii
A cluster of 2 separate species, C6H14NO in total, computed with ωB97M-V/def2-TZVPD.

## Properties
- Frontier orbital gap: 0.207 hartree
- Total charge: -1
- Spin multiplicity: 1
- Molar mass: 116.184 g/mol
- LUMO: 4.097 eV

Last column: natural (NBO) charge in e.
Atoms and positions in Å:
C -2.74111 0.98547 0.51787  0.13
O -3.06973 1.99635 -0.10820  -0.68
C -1.05216 -0.61818 -0.29151  -0.14
C 0.35607 -0.63064 -0.65845  -0.64
C 1.23323 0.39068 0.04278  -0.22
C 1.55722 -0.32462 1.43246  -0.63
C 2.64417 0.64216 -0.53140  -0.60
N -1.97879 -1.39829 -1.11300  -0.85
H -3.36618 0.08029 0.50346  0.12
H -2.27714 1.12822 1.51971  0.09
H -1.15205 -1.00893 0.72940  0.14
H -1.52870 0.50105 -0.25819  0.15
H 0.58751 -0.68947 -1.71067  0.15
H 0.79574 1.39281 0.16628  0.16
H 2.32908 0.19017 2.01754  0.16
H 1.80903 -1.35323 1.20469  0.21
H 0.59700 -0.28192 1.95283  0.19
H 3.21601 1.18082 0.21845  0.18
H 3.07952 -0.30007 -0.85268  0.20
H 2.54977 1.33309 -1.37930  0.18
H -1.53000 -2.27081 -1.38096  0.35
H -2.05848 -0.94495 -2.02112  0.34

=====

#iii
The ion C6H14NO with charge -1, computed with ωB97M-V/def2-TZVPD.

## Properties
- Frontier orbital gap: 0.240 hartree
- Total charge: -1
- Spin multiplicity: 1
- SMILES string: CCCN[C@H](C)C[O-]
- Molar mass: 116.184 g/mol
- LUMO: 3.906 eV

Last column: natural (NBO) charge in e.
Atoms and positions in Å:
C 2.64615 1.67455 0.51542  -0.64
C 2.35754 0.57821 -0.46919  -0.41
C 1.34897 -0.47127 0.14965  -0.21
N 0.01190 0.17120 0.30226  -0.73
C -0.98690 -0.38371 -0.68438  -0.06
C -1.86724 0.87239 -1.04393  -0.62
C -1.86539 -1.41364 0.00879  -0.04
O -1.75789 -1.22963 1.31328  -0.94
H 1.61276 2.19772 0.58595  0.24
H 3.35759 2.40433 0.20082  0.19
H 2.88129 1.36028 1.52835  0.20
H 1.64260 0.87953 -1.37345  0.20
H 3.28856 0.14646 -1.00256  0.18
H 1.76487 -0.72839 1.21132  0.16
H 1.21668 -1.34340 -0.45968  0.18
H -0.40413 -0.17116 1.27792  0.44
H -0.57074 -0.97242 -1.73896  0.15
H -2.05448 1.44917 -0.17873  0.21
H -2.86386 0.57530 -1.29687  0.19
H -1.20669 1.56112 -1.76876  0.18
H -1.47247 -2.52085 -0.28924  0.04
H -3.01093 -1.33824 -0.17634  0.10

=====

Going by the energies, #iii is most stable and the next is 0.304 eV up.